ORCA calculation (wB97M-V/def2-TZVPD) on a structure of composition C39H29InN6O8S2 in a non-equilibrium geometry.

XYZ file:
```
85
Properties=species:S:1:pos:R:3:mulliken_charge:R:1
In 0.313 1.396 1.120 2.124
O -1.629 0.091 4.729 -0.825
C -1.376 0.541 3.615 -0.130
O -0.274 1.048 3.231 -0.488
C -2.510 0.506 2.582 0.577
C -3.764 -0.033 2.970 -0.776
C -4.760 -0.109 2.049 -0.974
C -4.533 0.372 0.735 1.143
C -5.508 0.318 -0.290 -0.846
C -5.230 0.807 -1.535 -0.690
C -3.971 1.389 -1.805 -0.657
C -3.011 1.454 -0.835 0.141
C -3.267 0.927 0.453 -0.613
N -2.276 0.960 1.385 0.450
H -3.867 -0.382 3.986 0.566
H -5.727 -0.533 2.299 0.376
H -6.475 -0.120 -0.068 0.377
H -5.977 0.757 -2.318 0.389
H -3.764 1.788 -2.790 0.444
H -2.058 1.930 -1.018 0.319
S 2.809 2.250 1.397 -0.365
C 3.229 2.305 3.075 0.695
N 2.522 1.493 3.907 0.094
C 2.472 1.200 5.293 -0.434
C 3.398 1.158 6.255 -0.294
C 5.168 2.507 5.873 0.091
N 4.235 3.097 3.459 -0.518
H 1.735 1.045 3.454 0.019
H 1.454 0.945 5.565 0.310
H 3.048 0.860 7.239 0.333
H 6.222 2.693 5.643 0.353
S 3.871 4.185 4.619 0.069
C 4.399 3.723 6.074 -0.404
N 4.798 1.306 6.087 -0.584
C -2.198 5.027 0.800 -0.913
O -1.759 3.684 0.946 0.079
C -0.387 3.525 0.995 -0.269
O 0.315 4.503 0.976 -0.557
H -3.287 4.992 0.812 0.240
H -1.843 5.447 -0.144 0.284
H -1.829 5.654 1.614 0.273
O 1.487 -0.594 1.813 -0.852
C 0.599 -1.339 1.350 0.854
O -0.453 -0.886 0.821 -0.432
C 0.778 -2.828 1.438 -0.019
C 0.110 -3.667 0.555 -0.030
C 0.285 -5.040 0.632 -0.844
C 1.118 -5.581 1.604 -0.305
C 1.783 -4.743 2.489 -0.695
C 1.621 -3.368 2.399 -0.278
H -0.533 -3.223 -0.194 0.413
H -0.227 -5.691 -0.067 0.386
H 1.251 -6.655 1.669 0.361
H 2.436 -5.162 3.246 0.384
H 2.146 -2.692 3.062 0.483
O -0.276 2.931 -1.924 -0.657
C 0.262 1.852 -2.084 -0.424
N 0.483 1.304 -3.353 -0.133
C 0.763 -0.111 -3.217 3.591
C 1.114 -0.171 -1.700 -0.643
O 1.614 -1.155 -1.206 -0.622
N 0.699 0.983 -1.107 0.361
C 1.938 -0.585 -4.043 -1.047
C 2.196 -1.949 -4.160 -0.007
C 3.302 -2.399 -4.862 -0.946
C 4.170 -1.491 -5.458 -0.369
C 3.925 -0.132 -5.334 -0.868
C 2.818 0.318 -4.627 -0.561
C -0.511 -0.923 -3.456 -0.354
C -1.348 -1.284 -2.401 -0.093
C -2.563 -1.905 -2.656 -0.727
C -2.955 -2.181 -3.958 -0.655
C -2.121 -1.833 -5.013 -0.873
C -0.908 -1.209 -4.760 -0.146
H -0.165 1.613 -4.061 0.347
H 1.533 -2.655 -3.677 0.449
H 3.495 -3.462 -4.935 0.363
H 5.037 -1.843 -6.004 0.378
H 4.604 0.585 -5.779 0.392
H 2.631 1.378 -4.512 0.380
H -1.063 -1.086 -1.372 0.257
H -3.208 -2.163 -1.824 0.531
H -3.905 -2.665 -4.151 0.401
H -2.414 -2.047 -6.034 0.394
H -0.254 -0.946 -5.585 0.447
```

The calculation puts the energy above the lowest of the compared OMol25 structures with the same formula, charge and spin at 46.3 kcal per mole. As for the frontier orbital gap: 0.236 Eh. As for the HOMO energy: -2.479 eV. The net charge is -2. As for the multiplicity: 1.

***

ORCA calculation (wB97M-V/def2-TZVPD) on a structure of composition C39H29N2O11PS3Ta.

XYZ file:
```
86
Properties=species:S:1:pos:R:3:mulliken_charge:R:1
Ta -0.843 -1.941 0.211 2.270
O -4.625 -2.686 0.578 -0.634
S -3.606 -2.030 -0.145 1.284
O -2.499 -2.919 -0.697 -0.801
O -2.756 -1.037 0.613 -0.760
C -4.209 -1.162 -1.532 0.411
C -5.571 -1.083 -1.753 -0.518
C -6.024 -0.357 -2.846 -0.697
C -5.116 0.276 -3.679 -0.771
C -3.749 0.192 -3.435 -0.177
C -3.270 -0.540 -2.357 -0.785
P -1.463 -0.627 -2.097 1.928
C -0.952 1.080 -2.345 0.433
C -1.373 2.005 -1.388 -0.453
C -1.005 3.331 -1.504 -0.649
C -0.216 3.739 -2.574 -0.733
C 0.196 2.822 -3.528 -0.829
C -0.169 1.487 -3.417 -0.350
C -0.816 -1.666 -3.422 0.592
C 0.572 -1.775 -3.551 -0.636
C 1.110 -2.610 -4.515 -0.953
C 0.274 -3.348 -5.342 -0.660
C -1.103 -3.252 -5.207 -0.770
C -1.652 -2.414 -4.248 -0.859
H -6.255 -1.581 -1.079 0.592
H -7.085 -0.285 -3.041 0.433
H -5.467 0.847 -4.527 0.457
H -3.055 0.706 -4.088 0.537
H -1.978 1.687 -0.544 0.318
H -1.317 4.043 -0.752 0.661
H 0.078 4.777 -2.659 0.443
H 0.806 3.142 -4.362 0.455
H 0.154 0.777 -4.167 0.476
H 1.229 -1.212 -2.900 0.701
H 2.185 -2.690 -4.612 0.474
H 0.698 -4.005 -6.089 0.421
H -1.754 -3.832 -5.846 0.448
H -2.728 -2.353 -4.146 0.404
O 3.291 -1.691 -0.088 -0.647
S 2.266 -2.664 0.077 1.867
O 2.372 -3.955 -0.498 -0.639
O 0.943 -1.955 -0.516 -0.895
C 1.974 -2.805 1.860 -0.497
C 2.961 -2.189 2.615 -0.517
C 2.978 -2.292 4.003 -0.580
C 2.016 -3.030 4.661 -0.727
C 1.009 -3.646 3.929 -0.712
C 0.982 -3.536 2.550 1.095
S -0.504 -4.122 1.804 1.300
O -0.950 -5.351 2.325 -0.669
O -1.471 -2.948 1.925 -0.602
O -0.231 -3.986 0.332 -0.659
H 3.733 -1.626 2.112 0.613
H 3.761 -1.789 4.554 0.448
H 2.028 -3.123 5.738 0.436
H 0.225 -4.198 4.431 0.482
O -1.152 -0.836 3.525 -0.636
C -0.439 -0.171 2.823 -0.626
N 0.265 0.927 3.186 0.064
C 1.019 1.557 2.124 2.486
C 0.654 0.624 0.956 0.035
O 0.988 0.777 -0.188 -0.672
N -0.171 -0.405 1.430 0.381
C 2.518 1.526 2.428 -0.357
C 3.475 1.117 1.510 0.201
C 4.820 1.094 1.868 -0.997
C 5.217 1.486 3.135 -0.587
C 4.264 1.918 4.050 -0.925
C 2.926 1.940 3.695 -0.674
C 0.513 2.964 1.804 0.204
C -0.800 3.321 2.100 -0.249
C -1.262 4.597 1.809 -0.892
C -0.420 5.522 1.209 -0.637
C 0.881 5.161 0.889 -0.839
C 1.347 3.888 1.185 -0.022
H 0.162 1.298 4.115 0.344
H 3.190 0.812 0.515 0.618
H 5.553 0.765 1.143 0.486
H 6.264 1.469 3.408 0.433
H 4.564 2.246 5.036 0.449
H 2.197 2.296 4.415 0.381
H -1.464 2.612 2.580 0.466
H -2.278 4.870 2.063 0.420
H -0.775 6.522 0.995 0.415
H 1.544 5.877 0.421 0.468
H 2.367 3.620 0.946 0.460
```

The calculation puts the energy above the lowest of the compared OMol25 structures with the same formula, charge and spin at 13.8 kcal per mole. As for the frontier orbital gap: 0.271 Eh. As for the HOMO energy: -11.600 eV. The net charge is +1. As for the multiplicity: 1.

***

ORCA calculation (wB97M-V/def2-TZVPD) on a structure of composition C39H29N2O11PS3Ta.

XYZ file:
```
86
Properties=species:S:1:pos:R:3:mulliken_charge:R:1
Ta 0.967 -0.838 -1.172 0.653
O 2.827 0.154 -2.083 -0.342
S 3.638 0.025 -0.841 1.230
O 4.955 -0.479 -0.907 -0.657
O 2.674 -0.882 -0.055 -0.687
C 3.637 1.674 -0.243 0.620
C 4.823 2.179 0.251 -0.559
C 4.923 3.543 0.499 -0.852
C 3.858 4.375 0.204 -0.824
C 2.667 3.853 -0.296 -0.841
C 2.525 2.489 -0.485 0.045
P 0.892 1.855 -1.006 1.956
C -0.397 2.452 0.112 1.091
C -1.693 1.997 -0.150 -0.715
C -2.741 2.375 0.672 -1.046
C -2.502 3.183 1.775 -0.620
C -1.212 3.604 2.057 -0.909
C -0.157 3.238 1.234 -0.762
C 0.639 2.628 -2.629 0.627
C 1.696 2.638 -3.540 -0.500
C 1.520 3.181 -4.801 -0.848
C 0.294 3.721 -5.163 -0.632
C -0.754 3.729 -4.256 -0.836
C -0.586 3.186 -2.991 -0.548
H 5.666 1.519 0.397 0.570
H 5.847 3.950 0.883 0.462
H 3.945 5.442 0.354 0.465
H 1.848 4.520 -0.536 0.598
H -1.883 1.332 -0.980 0.512
H -3.741 2.023 0.459 0.480
H -3.317 3.465 2.427 0.445
H -1.019 4.213 2.930 0.444
H 0.850 3.534 1.492 0.460
H 2.656 2.225 -3.270 0.390
H 2.345 3.185 -5.501 0.456
H 0.160 4.147 -6.149 0.435
H -1.705 4.167 -4.527 0.458
H -1.407 3.223 -2.288 0.448
O -0.029 -2.666 -1.203 -0.539
S -1.367 -2.279 -1.816 1.765
O -2.545 -2.913 -1.374 -0.543
O -1.266 -0.794 -1.646 -0.337
C -1.165 -2.805 -3.520 -0.158
C -2.234 -3.513 -4.042 -0.648
C -2.152 -4.084 -5.307 -0.691
C -0.997 -3.964 -6.053 -0.686
C 0.081 -3.248 -5.547 -0.596
C 0.001 -2.672 -4.293 -0.294
S 1.370 -1.677 -3.806 1.851
O 0.668 -0.473 -3.205 -0.382
O 2.192 -1.442 -4.930 -0.638
O 2.026 -2.234 -2.588 -0.615
H -3.126 -3.634 -3.446 0.607
H -3.001 -4.631 -5.693 0.421
H -0.923 -4.414 -7.033 0.425
H 0.982 -3.114 -6.128 0.563
O 1.668 0.989 1.585 -0.590
C 0.834 0.131 1.809 -0.562
N 0.325 -0.173 3.013 0.208
C -0.672 -1.224 2.977 4.377
C -0.805 -1.398 1.455 -1.038
O -1.620 -2.103 0.933 -0.504
N 0.214 -0.665 0.811 1.315
C -1.957 -0.765 3.654 -0.551
C -1.996 -0.754 5.046 -0.331
C -3.107 -0.261 5.712 -0.944
C -4.195 0.213 4.991 -0.529
C -4.162 0.194 3.606 -1.016
C -3.046 -0.289 2.936 -0.196
C -0.153 -2.554 3.524 -0.696
C -1.047 -3.610 3.679 -0.190
C -0.598 -4.837 4.136 -0.950
C 0.744 -5.021 4.443 -0.442
C 1.637 -3.975 4.280 -1.056
C 1.191 -2.743 3.816 -0.338
H 0.620 0.312 3.843 0.334
H -1.160 -1.149 5.610 0.444
H -3.128 -0.260 6.794 0.427
H -5.068 0.586 5.510 0.421
H -5.015 0.547 3.040 0.456
H -3.041 -0.313 1.856 0.492
H -2.092 -3.466 3.439 0.516
H -1.299 -5.653 4.256 0.431
H 1.091 -5.979 4.805 0.427
H 2.684 -4.111 4.514 0.439
H 1.898 -1.935 3.684 0.476
```

The calculation puts the energy above the lowest of the compared OMol25 structures with the same formula, charge and spin at 10.9 kcal per mole. As for the frontier orbital gap: 0.253 Eh. As for the HOMO energy: -11.158 eV. The net charge is +1. As for the multiplicity: 1.

***

ORCA calculation (wB97M-V/def2-TZVPD) on a structure of composition C39H30BrN4OP2Pd in a non-equilibrium geometry.

XYZ file:
```
78
Properties=species:S:1:pos:R:3:mulliken_charge:R:1
Pd 0.183 0.226 0.783 -0.592
Br 0.313 -4.247 -10.439 0.006
C 1.034 -4.298 -8.686 0.131
C 0.811 -3.218 -7.821 -0.680
C 1.373 -3.224 -6.571 0.089
C 2.194 -4.308 -6.168 0.505
C 2.404 -5.392 -7.047 -0.481
C 1.814 -5.390 -8.289 -0.470
N 2.898 -4.240 -5.029 -0.489
N 2.867 -3.554 -4.037 0.130
C 2.050 -3.103 -3.102 0.603
C 0.903 -3.816 -2.668 -0.625
C 0.126 -3.361 -1.639 -0.878
C 0.386 -2.119 -0.999 0.799
O -0.380 -1.638 -0.113 -0.658
C 1.577 -1.397 -1.409 0.144
N 1.823 -0.228 -0.774 -0.014
C 2.892 0.473 -1.095 -0.448
C 3.796 0.052 -2.076 -1.085
C 3.566 -1.133 -2.740 -0.505
C 2.431 -1.894 -2.416 0.656
H 0.207 -2.382 -8.139 0.444
H 1.243 -2.380 -5.906 0.437
H 3.028 -6.213 -6.732 0.488
H 1.972 -6.218 -8.964 0.457
H 0.660 -4.756 -3.144 0.524
H -0.720 -3.934 -1.292 0.522
H 3.041 1.403 -0.557 0.613
H 4.661 0.655 -2.303 0.461
H 4.250 -1.482 -3.499 0.519
N 0.046 2.944 1.937 -0.439
P 0.084 1.448 2.760 1.735
C -0.620 1.666 4.406 0.358
C -1.918 1.207 4.620 -0.182
C -2.531 1.440 5.838 -0.717
C -1.844 2.123 6.831 -0.532
C -0.540 2.550 6.622 -0.638
C 0.095 2.311 5.416 -0.494
C 1.825 0.934 2.884 0.472
C 1.960 -0.370 3.405 -0.399
C 3.216 -0.894 3.630 -0.747
C 4.341 -0.149 3.288 -0.523
C 4.208 1.120 2.736 -0.653
C 2.956 1.669 2.519 -0.602
P -0.562 2.663 0.327 1.196
C -2.301 2.161 0.654 0.248
C -2.649 0.833 0.377 -0.195
C -3.901 0.353 0.736 -0.647
C -4.817 1.204 1.334 -0.545
C -4.480 2.525 1.590 -0.810
C -3.221 3.009 1.262 -0.438
C -0.630 4.341 -0.362 0.463
C -1.728 4.719 -1.142 -0.536
C -1.809 6.014 -1.617 -0.747
C -0.776 6.911 -1.373 -0.506
C 0.345 6.517 -0.649 -0.710
C 0.429 5.228 -0.156 -0.383
H -0.249 3.785 2.429 0.439
H -2.429 0.661 3.839 0.336
H -3.538 1.089 6.009 0.451
H -2.326 2.315 7.778 0.429
H -0.012 3.075 7.405 0.435
H 1.118 2.623 5.261 0.429
H 1.067 -0.928 3.679 0.444
H 3.324 -1.876 4.067 0.485
H 5.324 -0.566 3.453 0.458
H 5.093 1.685 2.492 0.509
H 2.851 2.663 2.107 0.530
H -1.983 0.200 -0.231 0.346
H -4.164 -0.673 0.530 0.475
H -5.800 0.841 1.586 0.465
H -5.197 3.190 2.044 0.467
H -2.965 4.039 1.464 0.473
H -2.519 4.013 -1.350 0.512
H -2.672 6.321 -2.186 0.433
H -0.832 7.913 -1.766 0.423
H 1.156 7.210 -0.480 0.438
H 1.303 4.908 0.395 0.393
```

As for the frontier orbital gap (alpha / beta): 0.182 / 0.183 Eh. As for the HOMO energy (alpha / beta): -15.403 / -15.415 eV. The net charge is +3. As for the multiplicity: 1.

***

ORCA calculation (wB97M-V/def2-TZVPD) on a structure of composition C39H30ClF10IrN7O3S in a non-equilibrium geometry.

XYZ file:
```
92
Properties=species:S:1:pos:R:3:mulliken_charge:R:1
Ir -0.380 -0.341 0.197 4.523
C 0.686 2.749 0.733 -1.681
N -0.247 1.961 -0.075 0.424
C -1.634 2.279 0.282 -1.111
C -1.907 1.868 1.708 -0.909
N -1.415 0.524 1.937 0.178
C -1.820 -0.077 3.093 -0.942
C -2.261 0.630 4.239 0.549
F -2.248 1.981 4.253 -0.355
C -2.659 0.020 5.413 0.074
F -3.025 0.775 6.452 -0.317
C -2.672 -1.352 5.534 0.818
F -3.072 -1.939 6.668 -0.327
C -2.262 -2.102 4.448 -0.090
F -2.284 -3.434 4.523 -0.302
C -1.837 -1.484 3.293 0.064
F -1.462 -2.295 2.302 -0.120
C 0.009 2.200 -1.494 -1.552
C 1.390 1.705 -1.911 -0.986
N 1.699 0.307 -1.670 0.369
C 2.808 -0.118 -2.344 -0.324
C 3.796 0.735 -2.914 0.193
F 3.808 2.062 -2.671 -0.337
C 4.851 0.285 -3.684 -0.049
F 5.713 1.171 -4.189 -0.312
C 5.031 -1.060 -3.936 0.711
F 6.026 -1.492 -4.709 -0.323
C 4.144 -1.944 -3.350 -0.078
F 4.291 -3.254 -3.542 -0.311
C 3.099 -1.485 -2.576 0.219
F 2.311 -2.418 -2.061 -0.200
H 0.554 3.817 0.531 0.227
H 1.710 2.472 0.492 0.489
H 0.517 2.558 1.790 0.550
H -2.295 1.729 -0.390 0.084
H -1.830 3.354 0.163 0.446
H -2.992 1.904 1.860 0.451
H -1.461 2.590 2.397 0.643
H -0.005 3.277 -1.705 0.445
H -0.776 1.722 -2.078 0.443
H 2.125 2.309 -1.371 0.584
H 1.501 1.949 -2.974 0.570
N -1.528 -3.179 -3.144 -0.557
C -1.576 -2.422 -1.966 0.384
S -0.926 -0.721 -2.314 -0.521
N -0.991 -3.140 -0.933 -1.620
N -0.180 -2.552 -0.142 0.587
C 0.704 -3.169 0.600 0.367
C 1.068 -4.591 0.432 0.255
C 0.110 -5.563 0.142 -0.320
C 0.480 -6.889 -0.020 -0.913
C 1.811 -7.263 0.080 -0.418
C 2.777 -6.302 0.340 -0.965
C 2.410 -4.979 0.514 -0.261
C 1.387 -2.324 1.552 0.234
C 2.003 -2.831 2.705 -0.975
C 2.588 -1.971 3.606 -0.677
C 2.592 -0.603 3.339 -1.313
C 1.952 -0.165 2.204 0.058
N 1.350 -0.992 1.342 0.371
H -2.088 -2.789 -3.888 0.270
H -1.748 -4.151 -2.970 0.243
H -0.925 -5.273 0.054 0.474
H -0.278 -7.635 -0.221 0.398
H 2.095 -8.300 -0.051 0.415
H 3.820 -6.583 0.413 0.405
H 3.176 -4.237 0.699 0.532
H 1.982 -3.895 2.880 0.650
H 3.028 -2.354 4.517 0.468
H 3.057 0.103 4.010 0.491
H 1.925 0.887 1.958 0.177
C -6.866 -2.064 -0.552 -1.385
C -6.749 -0.990 0.503 1.401
C -7.522 -1.133 1.655 -1.010
C -7.512 -0.194 2.668 0.122
Cl -8.523 -0.420 4.059 -0.238
C -6.716 0.933 2.565 -0.772
C -5.942 1.087 1.434 -0.270
C -5.943 0.148 0.404 0.307
O -5.170 0.538 -0.663 -0.575
C -4.598 -0.371 -1.562 -1.288
C -3.449 -1.155 -0.959 0.918
O -3.091 -2.163 -1.718 -0.458
O -2.883 -0.807 0.051 -0.448
H -7.588 -2.811 -0.230 0.428
H -5.917 -2.577 -0.718 0.225
H -7.216 -1.654 -1.500 0.324
H -8.161 -2.001 1.751 0.362
H -6.704 1.672 3.354 0.454
H -5.312 1.959 1.316 0.493
H -4.129 0.249 -2.333 0.308
H -5.301 -1.037 -2.055 0.435
```

The calculation puts the energy above the lowest of the compared OMol25 structures with the same formula, charge and spin at 130.1 kcal per mole. As for the frontier orbital gap (alpha / beta): 0.180 / 0.153 Eh. As for the HOMO energy (alpha / beta): -6.928 / -6.670 eV. As for the multiplicity: 2.

***

Number 1: DFT total energy -3420.709594 Eh. Number 2: DFT total energy -4033.661045 Eh. Number 3: DFT total energy -4033.665576 Eh. Number 4: DFT total energy -5182.050075 Eh. Number 5: DFT total energy -4074.289114 Eh.